Here is a cluster of 12 separate species, C84H196N12O20 in total from OMol25. Energies are from ωB97M-V/def2-TZVPD.

```
312
Properties=species:S:1:pos:R:3:forces:R:3
C 19.509 -25.031 -1.335 -0.4 0.4 -0.4
C 20.055 -25.746 -0.116 0.6 0.6 0.5
C 21.604 -25.882 -0.259 -0.5 1.1 2.7
C 19.794 -24.921 1.178 0.6 -1.2 0.4
C 19.982 -25.772 2.458 -0.6 -1.0 -0.2
C 19.113 -27.077 2.345 1.1 1.7 -0.2
C 19.441 -27.923 1.118 -0.5 0.3 0.0
C 20.789 -28.672 1.276 -0.7 1.0 1.0
C 18.343 -28.981 0.930 1.2 -1.1 -1.7
N 19.370 -27.018 -0.089 -0.7 -0.9 1.7
O 19.739 -27.748 -1.243 0.4 -0.2 0.1
H 19.794 -25.585 -2.235 0.3 0.5 0.1
H 18.403 -25.006 -1.397 0.4 0.1 0.5
H 19.896 -24.003 -1.322 -0.1 -0.2 -0.4
H 22.086 -25.889 0.807 -0.6 -0.4 -2.1
H 21.841 -26.704 -0.867 0.5 -1.3 -0.5
H 21.950 -24.999 -0.754 0.4 0.6 -0.3
H 20.522 -24.137 1.221 0.6 0.6 -0.3
H 18.853 -24.386 1.209 -0.6 -0.4 -0.2
H 20.996 -26.175 2.663 -0.2 0.8 -0.5
H 19.731 -25.153 3.341 -0.1 -0.5 -0.3
H 18.092 -26.808 2.429 -1.3 0.3 -0.5
H 19.285 -27.636 3.220 0.4 -1.1 1.1
H 20.768 -29.448 2.053 -0.4 -0.1 -0.5
H 21.567 -28.006 1.628 0.3 0.3 -0.3
H 20.983 -29.040 0.301 0.7 -0.7 -0.7
H 17.380 -28.595 0.590 0.1 0.1 0.3
H 18.264 -29.651 1.772 -0.3 0.2 0.7
H 18.727 -29.695 0.135 -0.6 0.8 0.5
H 18.912 -27.748 -1.710 -0.5 -0.3 -0.6
C 10.181 -38.440 -1.073 2.5 -1.7 1.1
C 10.729 -37.393 -0.019 -1.1 1.1 -1.1
C 9.507 -37.147 0.877 0.3 -0.2 -0.1
C 11.980 -37.721 0.857 0.6 1.1 -1.2
C 13.267 -37.801 -0.023 -1.0 0.8 -0.2
C 13.384 -36.405 -0.676 1.7 -0.8 -0.9
C 12.217 -36.041 -1.634 -0.4 -0.8 2.5
C 12.348 -34.594 -2.030 -0.3 -1.3 -1.9
C 12.233 -36.986 -2.849 0.2 0.4 -1.6
N 10.990 -36.098 -0.724 1.6 0.0 -0.1
O 9.863 -35.550 -1.376 0.3 0.2 0.8
H 9.491 -37.969 -1.757 -0.4 -0.1 0.1
H 11.005 -38.916 -1.693 -1.1 0.6 0.8
H 9.733 -39.288 -0.494 -0.1 0.8 -0.7
H 9.618 -36.314 1.570 0.0 0.3 -0.3
H 8.624 -37.045 0.226 0.2 0.1 0.7
H 9.441 -38.022 1.504 -0.5 -0.5 0.2
H 12.142 -36.856 1.570 -0.5 -1.1 -0.5
H 11.782 -38.644 1.360 -0.1 -0.5 0.6
H 14.192 -38.091 0.497 -0.5 0.2 0.1
H 13.095 -38.529 -0.813 0.1 -0.3 0.0
H 14.350 -36.344 -1.280 -1.1 -0.1 0.5
H 13.523 -35.690 0.133 -0.3 0.4 -0.1
H 12.242 -33.932 -1.199 -0.1 0.4 0.4
H 11.542 -34.500 -2.795 0.7 0.9 0.4
H 13.334 -34.550 -2.490 0.0 0.6 -0.2
H 12.467 -38.056 -2.630 0.0 1.1 -0.2
H 12.954 -36.577 -3.643 -0.6 -0.7 1.3
H 11.266 -36.975 -3.401 0.3 0.0 0.5
H 9.583 -36.180 -2.030 -0.3 -0.6 -0.8
C 14.457 -25.278 -2.245 1.2 0.7 1.0
C 14.102 -25.212 -0.701 1.3 0.8 -0.7
C 14.458 -26.522 -0.073 1.0 -1.5 0.1
C 14.987 -24.125 -0.015 0.6 -1.8 0.8
C 14.707 -22.721 -0.352 -0.4 1.1 0.4
C 13.243 -22.538 0.010 0.4 -0.2 1.3
C 12.256 -23.521 -0.626 0.1 -0.2 -0.5
C 10.902 -23.314 0.038 -0.2 0.3 1.4
C 12.141 -23.222 -2.102 -0.4 1.3 -1.3
N 12.724 -24.899 -0.364 0.0 -0.2 0.1
O 11.939 -25.836 -1.103 0.1 0.5 -0.4
H 13.989 -26.079 -2.814 0.3 -0.4 0.4
H 14.095 -24.377 -2.731 0.5 -0.1 -0.1
H 15.616 -25.297 -2.286 -1.9 -0.2 -0.3
H 13.743 -27.301 -0.290 -0.6 0.0 0.0
H 15.402 -26.995 -0.447 -0.3 0.9 0.1
H 14.570 -26.423 1.003 -0.1 0.0 0.2
H 14.887 -24.202 1.105 -0.3 -0.2 -0.9
H 16.033 -24.385 -0.148 0.3 -0.2 -0.4
H 15.366 -22.134 0.316 -0.5 0.2 -0.4
H 14.901 -22.378 -1.363 0.2 -0.3 -0.3
H 12.906 -21.538 -0.144 -0.4 0.8 -0.5
H 13.193 -22.660 1.107 -0.2 -0.2 -0.2
H 10.105 -23.117 -0.674 -0.2 -0.6 0.0
H 10.980 -22.373 0.608 -0.2 -0.2 0.0
H 10.673 -24.098 0.810 0.1 0.6 -1.0
H 11.465 -22.381 -2.366 0.2 -0.2 0.7
H 11.769 -24.016 -2.735 -0.1 -0.6 0.3
H 13.093 -22.918 -2.511 0.3 0.1 -0.2
H 11.206 -26.028 -0.512 -0.5 -0.3 0.2
C 19.939 -34.925 0.584 0.9 1.0 -0.8
C 19.215 -34.800 1.909 0.6 1.0 -1.0
C 20.257 -35.247 2.985 -0.7 -1.0 -1.3
C 18.747 -33.333 2.027 0.5 -0.1 1.2
C 17.781 -33.120 3.239 0.1 -1.5 -0.5
C 16.575 -34.070 3.055 0.0 0.0 0.5
C 17.069 -35.510 2.946 -1.3 -0.1 1.0
C 17.651 -36.102 4.227 1.1 0.8 1.2
C 15.841 -36.419 2.721 0.1 1.0 -2.0
N 17.977 -35.525 1.787 -0.7 -1.3 0.7
O 18.340 -36.890 1.637 -0.9 -1.2 -2.2
H 20.215 -35.941 0.392 -0.1 -0.7 -0.3
H 19.451 -34.452 -0.287 -0.3 -0.5 0.4
H 20.904 -34.399 0.637 -0.2 0.0 0.2
H 19.758 -35.196 3.928 0.7 0.3 0.8
H 20.640 -36.290 2.813 -0.8 0.7 0.1
H 21.139 -34.655 2.812 0.2 0.7 0.6
H 19.637 -32.750 2.214 0.4 0.4 0.1
H 18.374 -32.967 1.041 -0.3 -0.4 0.8
H 18.206 -33.379 4.256 0.1 0.4 -1.3
H 17.575 -32.080 3.254 -0.8 1.0 0.2
H 15.941 -33.905 2.178 0.4 0.4 -0.1
H 15.871 -34.067 3.890 0.1 0.3 0.3
H 18.166 -35.343 4.863 -0.1 -0.6 -0.5
H 18.339 -36.865 3.876 0.3 -0.1 0.4
H 16.978 -36.589 4.946 -0.4 0.2 -0.7
H 15.573 -36.242 1.632 -0.2 -0.7 1.1
H 15.017 -36.094 3.361 0.1 0.1 -0.1
H 16.077 -37.449 2.969 -0.1 -0.1 -0.4
H 17.872 -37.121 0.779 1.0 0.2 1.6
C 12.486 -33.298 2.423 0.6 -2.2 -0.1
O 11.825 -33.688 3.631 1.2 1.0 -0.5
C 10.428 -33.756 3.489 -0.1 0.9 -0.1
C 9.930 -34.019 4.889 -0.1 2.3 -0.3
N 10.452 -35.219 5.371 -1.4 -0.8 1.8
C 10.441 -35.336 6.831 1.0 -0.7 -0.5
C 11.023 -36.721 7.096 -0.8 0.1 1.5
O 12.354 -36.641 6.703 1.6 -1.6 -0.5
C 13.002 -37.933 6.751 1.8 0.7 1.0
H 12.682 -34.232 1.852 -0.6 0.3 -0.3
H 13.508 -32.990 2.578 0.2 0.7 0.9
H 11.967 -32.582 1.822 -0.5 0.5 -0.2
H 10.169 -34.532 2.763 -0.1 -0.3 0.2
H 10.046 -32.806 3.061 0.0 -0.3 0.4
H 8.862 -33.953 4.921 -1.1 -0.6 -0.2
H 10.162 -33.126 5.547 0.5 -0.5 -0.6
H 11.326 -35.460 4.991 1.2 0.0 -0.3
H 9.428 -35.201 7.222 0.1 -0.2 -0.1
H 11.135 -34.621 7.359 -0.6 -0.2 -0.5
H 10.466 -37.533 6.612 0.0 0.2 -0.4
H 11.041 -36.984 8.165 -0.4 0.2 0.1
H 12.745 -38.568 7.646 -0.1 0.8 -0.7
H 14.142 -37.799 6.777 -1.6 0.2 0.2
H 12.857 -38.500 5.856 -0.7 -0.4 -0.7
C 20.093 -32.252 -2.022 0.0 1.8 -1.6
O 18.775 -32.630 -2.283 0.3 -0.2 -0.2
C 18.562 -33.312 -3.492 -2.0 -0.9 -0.2
C 17.107 -33.930 -3.304 1.0 1.9 -0.3
N 16.795 -34.737 -4.462 -0.8 -1.6 0.5
C 16.244 -34.007 -5.564 -1.6 0.5 -1.9
C 15.147 -34.855 -6.301 2.6 -0.5 -2.3
O 14.053 -35.048 -5.498 -1.3 0.1 0.4
C 12.825 -34.997 -6.236 -0.2 -1.8 2.1
H 20.822 -32.924 -2.436 0.4 -0.8 0.3
H 20.144 -32.029 -1.004 0.4 -0.4 1.9
H 20.380 -31.258 -2.441 -0.5 -0.3 -0.4
H 19.247 -34.179 -3.713 -0.2 1.0 0.4
H 18.520 -32.613 -4.366 0.3 -0.5 0.5
H 16.408 -33.064 -3.235 0.3 -0.2 0.0
H 17.044 -34.403 -2.311 0.2 -0.5 -0.6
H 16.065 -35.424 -4.220 0.7 0.3 0.1
H 16.953 -33.553 -6.289 0.0 -0.8 0.4
H 15.664 -33.164 -5.244 -0.3 1.0 0.7
H 15.686 -35.823 -6.561 -0.8 0.5 0.3
H 14.792 -34.467 -7.331 1.0 0.0 1.5
H 12.703 -35.897 -6.841 0.1 -0.2 -0.1
H 12.811 -34.163 -6.893 -0.3 1.1 -0.3
H 12.032 -35.054 -5.439 0.5 0.6 -1.0
C 20.451 -26.570 -4.794 0.7 -1.9 0.9
O 19.132 -26.241 -5.003 -1.0 1.9 0.6
C 18.562 -27.016 -5.998 -1.7 0.9 -1.1
C 17.380 -26.246 -6.599 0.1 -2.1 -1.0
N 17.822 -25.141 -7.419 0.4 0.8 0.9
C 16.685 -24.436 -7.992 0.9 1.1 -1.2
C 15.728 -23.817 -7.021 -0.7 -0.4 1.8
O 16.453 -22.962 -6.103 -0.6 -0.3 0.3
C 16.331 -23.331 -4.712 -1.0 -1.1 -1.2
H 20.427 -27.598 -5.166 1.4 -0.4 0.4
H 20.648 -26.625 -3.681 0.2 0.4 -1.4
H 21.178 -26.009 -5.409 -0.3 0.1 0.5
H 18.168 -27.951 -5.587 0.4 -0.2 -0.2
H 19.249 -27.130 -6.835 0.2 -0.5 0.0
H 16.695 -25.961 -5.801 -0.3 -0.2 0.0
H 16.910 -27.021 -7.303 0.1 1.1 1.0
H 18.330 -24.502 -6.774 -0.4 -0.3 -0.8
H 16.218 -25.091 -8.730 -0.4 -0.1 0.3
H 17.026 -23.573 -8.619 0.3 -0.7 0.4
H 15.175 -24.547 -6.405 0.3 -0.1 -0.2
H 14.931 -23.289 -7.543 0.2 0.5 -0.1
H 15.354 -23.154 -4.237 -0.2 -0.1 -0.7
H 16.975 -22.725 -4.160 1.5 1.0 0.7
H 16.586 -24.394 -4.554 0.0 0.4 0.0
C 13.568 -32.172 -9.001 0.3 -1.1 0.2
O 13.482 -31.515 -10.241 -0.2 0.4 0.9
C 12.795 -32.265 -11.213 0.8 -0.8 -0.7
C 12.971 -31.430 -12.472 0.6 0.5 -1.2
N 14.447 -31.199 -12.754 -1.6 -0.9 0.0
C 14.728 -30.394 -13.928 2.0 -0.3 -0.4
C 14.884 -31.187 -15.243 0.6 0.9 -0.1
O 13.691 -31.834 -15.585 -0.1 -0.8 0.2
C 13.856 -32.590 -16.773 -1.2 -0.3 0.6
H 14.534 -32.736 -8.888 -0.7 0.4 -0.2
H 12.728 -32.875 -8.924 0.2 -0.1 0.1
H 13.471 -31.503 -8.150 0.1 0.4 -0.1
H 11.717 -32.377 -11.016 0.2 0.1 0.3
H 13.257 -33.306 -11.219 -0.5 1.1 -0.5
H 12.501 -30.419 -12.225 0.2 -1.1 -0.6
H 12.500 -31.897 -13.391 0.4 0.6 1.2
H 14.761 -30.731 -11.929 0.5 0.2 0.4
H 15.752 -29.915 -13.791 -1.2 -0.5 0.0
H 14.041 -29.584 -14.057 -0.8 0.7 -0.2
H 15.703 -31.924 -15.142 -0.2 0.1 0.1
H 15.217 -30.473 -16.079 -0.5 -0.7 0.9
H 14.702 -33.258 -16.815 0.4 -0.5 0.7
H 14.060 -31.875 -17.501 0.1 1.2 -2.0
H 12.925 -33.143 -17.023 0.6 0.5 0.4
C 13.855 -28.630 -8.601 -1.4 -0.3 -0.5
O 13.152 -28.321 -7.417 0.5 0.8 0.0
C 13.446 -27.010 -6.924 -0.2 0.4 0.2
C 12.421 -26.785 -5.805 0.9 -0.5 0.3
N 12.720 -25.576 -5.014 -0.1 -1.3 -0.1
C 12.196 -24.365 -5.627 -0.6 -1.6 1.3
C 10.693 -24.291 -5.773 0.6 1.1 0.7
O 10.493 -22.874 -5.778 -0.4 -1.4 0.1
C 9.135 -22.607 -5.897 -0.3 1.2 -0.9
H 14.897 -28.799 -8.452 1.1 0.1 0.3
H 13.678 -27.834 -9.331 0.3 0.0 -0.1
H 13.442 -29.563 -9.009 0.0 0.4 0.1
H 13.456 -26.206 -7.730 -0.3 -1.0 0.6
H 14.424 -26.921 -6.423 0.1 -0.4 -0.3
H 12.464 -27.741 -5.229 0.2 1.0 0.2
H 11.429 -26.824 -6.204 -0.9 0.3 -0.5
H 12.418 -25.713 -4.040 0.0 0.3 -0.7
H 12.633 -24.226 -6.563 1.0 0.3 -1.6
H 12.471 -23.551 -4.990 0.2 0.7 0.3
H 10.247 -24.777 -4.915 -0.3 0.1 0.8
H 10.180 -24.766 -6.596 0.3 0.0 -0.9
H 8.763 -22.851 -6.908 0.0 -0.1 0.2
H 9.088 -21.526 -5.801 -0.6 0.1 0.2
H 8.506 -23.106 -5.162 0.0 -0.1 0.3
C 13.672 -28.168 3.565 0.1 0.9 -0.1
O 13.048 -28.033 4.839 -0.2 1.3 -1.5
C 13.646 -28.720 5.847 0.2 -0.2 1.6
C 13.042 -30.062 6.134 1.6 -0.3 -0.2
N 13.522 -30.992 5.145 1.5 -1.6 -0.7
C 14.833 -31.612 5.506 0.1 -0.7 0.0
C 14.566 -32.868 6.337 -0.6 0.3 0.1
O 15.765 -33.289 6.957 0.5 0.2 -1.5
C 15.716 -34.550 7.546 -1.4 0.9 2.6
H 13.398 -27.259 2.976 -0.2 -1.0 0.2
H 13.310 -29.117 3.144 0.6 0.4 -0.4
H 14.788 -28.073 3.627 -0.7 -0.6 0.2
H 13.627 -28.126 6.749 -0.5 0.5 0.5
H 14.711 -28.857 5.708 0.5 -0.2 -0.5
H 11.986 -30.123 5.965 -0.8 0.6 1.0
H 13.472 -30.310 7.125 -1.0 -0.3 0.2
H 12.867 -31.771 5.062 0.1 0.2 -0.2
H 15.448 -31.003 6.181 -0.2 0.5 -0.5
H 15.471 -31.930 4.639 -0.7 0.7 0.5
H 14.092 -33.612 5.635 0.4 0.1 1.0
H 13.867 -32.553 7.158 0.1 -0.6 -0.7
H 15.550 -35.403 6.903 0.2 -0.1 -0.5
H 14.842 -34.479 8.264 0.5 -0.7 -0.5
H 16.580 -34.620 8.223 0.0 -0.3 -0.7
C 17.286 -29.939 -3.910 0.3 -0.4 0.3
O 16.497 -30.322 -5.024 0.8 -0.3 0.0
C 15.258 -29.671 -5.083 -0.3 0.8 0.1
C 14.052 -30.439 -4.538 0.0 0.4 0.4
N 14.097 -30.717 -3.103 0.7 -0.1 -1.9
C 13.848 -29.695 -2.177 1.3 -0.6 2.6
C 14.709 -30.022 -0.901 -2.5 -0.9 -1.0
O 14.347 -31.351 -0.520 -1.5 1.3 0.1
C 15.304 -32.023 0.232 0.3 -0.2 -1.9
H 17.224 -28.836 -3.742 0.3 -0.6 -0.1
H 18.345 -30.290 -4.049 -1.0 0.5 -0.1
H 16.896 -30.452 -3.031 0.1 0.1 0.3
H 15.094 -29.433 -6.149 -0.2 0.0 0.4
H 15.369 -28.717 -4.524 -0.3 -0.1 -0.4
H 14.037 -31.410 -5.004 -0.1 -0.4 -0.5
H 13.156 -29.867 -4.856 0.2 -0.2 0.1
H 13.661 -31.577 -2.874 -0.3 -0.6 0.3
H 12.845 -29.559 -1.842 -1.2 0.1 0.0
H 14.239 -28.767 -2.487 0.3 1.3 -0.8
H 14.518 -29.299 -0.117 0.3 0.1 0.4
H 15.678 -30.041 -1.288 2.0 0.2 -0.1
H 15.719 -31.437 1.004 0.6 0.9 1.1
H 16.051 -32.284 -0.526 0.6 -0.6 0.7
H 14.819 -32.867 0.662 -0.2 -0.9 0.2
C 8.400 -26.139 -0.304 -2.0 2.4 -1.0
O 9.552 -26.646 0.204 0.7 -0.8 0.7
C 9.597 -26.504 1.620 0.7 -0.7 0.4
C 10.896 -27.171 2.013 0.7 1.4 0.3
N 10.727 -28.568 1.837 0.3 -1.9 -0.2
C 11.294 -29.164 0.603 -0.2 -0.8 0.7
C 10.424 -30.269 -0.037 1.3 -0.1 0.6
O 10.289 -31.401 0.818 -1.0 0.4 0.1
C 9.788 -32.516 0.085 2.0 0.0 -1.3
H 8.471 -25.015 -0.464 0.0 -1.0 0.1
H 7.595 -26.274 0.404 -0.5 -0.1 0.2
H 8.052 -26.569 -1.249 0.6 -0.3 0.1
H 8.806 -27.062 2.196 0.3 0.5 -1.0
H 9.585 -25.460 1.901 -0.2 0.5 0.0
H 11.062 -26.899 3.086 0.2 -0.3 -0.8
H 11.754 -26.777 1.366 -0.9 -0.2 1.0
H 10.891 -29.083 2.703 0.2 0.0 -0.8
H 12.342 -29.527 0.747 -0.6 0.2 -0.1
H 11.280 -28.407 -0.167 0.3 0.5 -0.1
H 10.902 -30.589 -0.983 0.1 0.1 0.2
H 9.487 -29.821 -0.316 -0.9 0.0 0.1
H 9.639 -33.412 0.700 -0.2 0.6 0.0
H 10.634 -32.734 -0.609 -0.6 -0.5 0.2
H 8.967 -32.281 -0.602 -0.4 0.1 0.6
```
Positions in Å, forces in eV/Å.

Output
E_HOMO = -8.2437 eV
total energy = -149097.4088 eV
relative energy (zero: lowest compared OMol25 entry of this formula, charge and spin) = 268.9 kJ/mol
multiplicity = 1